Entry 1:
Formula: C37H35F3N6O3SSbSeW
Source: the Open Molecules 2025 dataset
Level of theory: the ωB97M-V functional and the def2-TZVPD basis

Last column: Löwdin spin population.
Cartesian coordinates (Å):
1 W 0.762 -0.248 0.154  0.825
2 C -0.146 -3.605 1.721  0.000
3 C 1.305 -3.216 1.768  0.000
4 C 2.097 -4.060 2.538  -0.002
5 C 3.433 -3.821 2.720  0.001
6 C 3.966 -2.729 2.069  -0.001
7 C 3.145 -1.930 1.294  0.004
8 N 1.822 -2.138 1.139  -0.005
9 Sb 4.238 -0.442 0.245  -0.015
10 C 2.478 1.093 0.447  0.001
11 C 3.028 2.396 0.135  0.004
12 C 2.863 3.412 1.000  -0.002
13 C 2.155 3.184 2.217  0.005
14 C 1.648 1.952 2.500  0.002
15 C 0.919 1.727 3.785  0.000
16 N 1.815 0.902 1.638  0.024
17 C 3.401 -0.678 -1.694  0.000
18 C 4.262 -0.458 -2.763  -0.001
19 C 3.765 -0.480 -4.050  -0.001
20 C 2.441 -0.823 -4.207  -0.001
21 C 1.631 -1.086 -3.109  -0.001
22 C 0.232 -1.528 -3.425  0.000
23 N 2.089 -0.960 -1.837  -0.005
24 H -0.451 -3.936 2.716  0.000
25 H -0.268 -4.447 1.038  0.000
26 H -0.798 -2.803 1.426  0.000
27 H 1.617 -4.903 3.019  0.000
28 H 4.040 -4.466 3.344  0.000
29 H 5.015 -2.479 2.149  0.000
30 H 3.646 2.521 -0.745  0.000
31 H 3.293 4.385 0.790  0.000
32 H 2.049 3.976 2.948  0.000
33 H 1.343 0.886 4.330  0.000
34 H -0.132 1.502 3.584  0.000
35 H 0.970 2.623 4.403  0.000
36 H 5.303 -0.245 -2.561  0.000
37 H 4.385 -0.237 -4.906  0.000
38 H 2.004 -0.893 -5.196  0.000
39 H -0.126 -1.009 -4.318  0.000
40 H 0.246 -2.599 -3.627  0.000
41 H -0.457 -1.346 -2.620  0.000
42 O -0.484 -1.552 -0.483  0.086
43 N -1.326 -2.532 -0.720  -0.004
44 C -2.560 -2.328 -0.179  0.006
45 C -3.569 -3.212 -0.378  -0.001
46 C -3.303 -4.351 -1.155  0.007
47 C -2.045 -4.578 -1.623  -0.001
48 C -0.946 -3.700 -1.376  0.009
49 S 0.631 -4.066 -1.791  0.015
50 H -2.642 -1.439 0.426  0.000
51 H -4.537 -3.031 0.066  0.000
52 H -4.095 -5.062 -1.363  0.000
53 H -1.813 -5.473 -2.183  0.000
54 F -1.350 -2.267 4.885  0.000
55 C -1.422 -1.237 4.032  0.000
56 F -1.672 -0.129 4.752  0.000
57 F -2.490 -1.451 3.243  0.000
58 C -0.091 -1.081 3.239  0.000
59 O 0.934 -1.306 3.848  0.001
60 O -0.322 -0.744 2.030  -0.005
61 C -3.165 3.663 0.045  0.003
62 C -1.953 3.586 0.984  0.006
63 C -2.401 3.670 2.447  0.000
64 C -0.988 4.738 0.667  0.002
65 C -1.248 2.310 0.753  0.038
66 C -0.688 1.249 0.585  -0.009
67 H -3.678 4.622 0.164  0.000
68 H -3.873 2.858 0.258  0.000
69 H -2.847 3.568 -0.998  0.000
70 H -2.856 4.643 2.651  0.000
71 H -1.544 3.540 3.111  0.000
72 H -3.128 2.887 2.674  0.000
73 H -1.488 5.699 0.819  0.000
74 H -0.650 4.682 -0.371  0.000
75 H -0.111 4.688 1.314  0.000
76 Se 1.509 2.127 -2.354  0.004
77 N 0.285 1.019 -1.660  -0.003
78 C -0.832 1.209 -2.349  0.004
79 C -2.088 0.598 -2.087  -0.002
80 C -3.132 0.859 -2.905  0.002
81 C -3.018 1.757 -4.018  -0.001
82 C -1.852 2.386 -4.285  0.001
83 C -0.721 2.124 -3.451  0.000
84 N 0.460 2.690 -3.626  0.010
85 H -2.200 -0.042 -1.241  -0.001
86 H -4.084 0.381 -2.707  0.000
87 H -3.882 1.944 -4.644  0.000
88 H -1.748 3.090 -5.101  0.000

The HOMO-LUMO gap (alpha / beta) is 0.173 / 0.166 hartree. The calculation puts the HOMO energy (alpha / beta) at -6.079 / -5.910 eV. The value obtained for the largest force on an atom is 3.420 eV/Å. The expectation value of S² is 0.768. Its energy above the lowest of the compared OMol25 structures with the same formula, charge and spin is 33.8 kcal per mole. As for the spin multiplicity: 2. The total energy is -5391.58234 a.u. The LUMO energy (alpha / beta) is -1.3626 / -1.3896 eV.

***

Entry 2:
Formula: C37H35F6IrN5OP2S
Source: the Open Molecules 2025 dataset
Level of theory: the ωB97M-V functional and the def2-TZVPD basis

Last column: Löwdin spin population.
Cartesian coordinates (Å):
1 Ir 0.744 -0.352 0.556  0.046
2 C -0.977 -3.580 0.278  0.001
3 C -0.607 -3.231 1.713  0.000
4 C 0.902 -3.105 1.906  0.006
5 C -1.270 -2.002 2.306  0.001
6 C -2.781 -1.912 2.374  0.000
7 O -3.005 -0.469 2.435  0.000
8 C -1.914 0.119 1.980  0.000
9 N -0.955 -0.677 1.661  0.001
10 C -1.900 1.595 2.026  0.000
11 C -3.000 2.180 2.648  0.000
12 C -3.015 3.530 2.964  0.000
13 C -1.923 4.313 2.654  0.000
14 C -0.841 3.758 1.985  0.000
15 C -0.807 2.409 1.653  0.000
16 P 0.641 1.923 0.668  -0.001
17 C 0.505 2.839 -0.902  -0.001
18 C 0.889 4.186 -0.853  0.000
19 C 0.759 5.000 -1.964  0.000
20 C 0.263 4.484 -3.154  0.000
21 C -0.093 3.147 -3.226  0.000
22 C 0.027 2.334 -2.107  0.000
23 C 2.186 2.552 1.323  0.001
24 C 2.315 3.049 2.617  0.000
25 C 3.531 3.567 3.033  0.001
26 C 4.616 3.578 2.171  0.000
27 C 4.491 3.085 0.877  0.001
28 C 3.280 2.580 0.447  0.004
29 H -0.630 -4.587 0.041  0.000
30 H -0.501 -2.905 -0.434  0.000
31 H -2.052 -3.552 0.091  0.000
32 H -0.934 -4.061 2.347  0.000
33 H 1.348 -2.216 1.385  0.003
34 H 1.450 -3.963 1.516  0.000
35 H 1.169 -2.943 2.947  0.000
36 H -0.887 -1.910 3.319  0.000
37 H -3.195 -2.341 3.279  0.000
38 H -3.309 -2.289 1.497  0.000
39 H -3.839 1.559 2.925  0.000
40 H -3.869 3.954 3.475  0.000
41 H -1.901 5.360 2.928  0.000
42 H -0.011 4.401 1.728  0.000
43 H 1.326 4.602 0.045  0.000
44 H 1.057 6.039 -1.903  0.000
45 H 0.166 5.121 -4.023  0.000
46 H -0.464 2.732 -4.154  0.000
47 H -0.260 1.303 -2.203  0.000
48 H 1.486 3.023 3.302  0.000
49 H 3.629 3.947 4.041  0.000
50 H 5.565 3.979 2.505  0.000
51 H 5.337 3.104 0.202  0.000
52 H 3.183 2.240 -0.576  0.003
53 S 2.780 -0.444 -0.582  0.167
54 C 2.123 -1.186 -1.939  0.063
55 N 2.879 -1.597 -2.925  0.087
56 N 2.381 -2.270 -3.943  0.317
57 C 1.521 -3.354 -3.967  0.024
58 C 1.088 -3.773 -5.234  0.084
59 C 0.223 -4.843 -5.331  -0.007
60 C -0.186 -5.510 -4.180  0.111
61 C 0.279 -5.110 -2.926  -0.003
62 C 1.131 -4.033 -2.805  0.079
63 N 0.711 -1.208 -2.124  -0.012
64 N 0.033 -0.720 -1.195  0.005
65 C -1.385 -0.682 -1.527  0.001
66 C -1.901 -1.645 -2.397  0.001
67 C -3.242 -1.593 -2.721  0.000
68 C -4.052 -0.582 -2.208  0.002
69 C -3.518 0.392 -1.377  0.000
70 C -2.178 0.339 -1.033  0.002
71 H 2.857 -2.051 -4.812  0.003
72 H 1.423 -3.251 -6.123  0.003
73 H -0.126 -5.165 -6.303  -0.002
74 H -0.851 -6.360 -4.260  0.005
75 H -0.010 -5.667 -2.045  -0.002
76 H 1.537 -3.759 -1.840  0.004
77 H -1.269 -2.436 -2.776  0.000
78 H -3.664 -2.343 -3.377  0.000
79 H -5.101 -0.550 -2.471  0.000
80 H -4.135 1.202 -1.010  0.000
81 H -1.737 1.136 -0.459  0.000
82 F 1.085 0.345 2.804  0.000
83 P 0.931 0.220 4.593  0.000
84 F -0.645 -0.071 4.377  0.000
85 F 0.811 0.092 6.151  0.000
86 F 2.482 0.542 4.626  0.000
87 F 0.571 1.782 4.593  0.000
88 F 1.230 -1.345 4.394  0.000

The HOMO-LUMO gap (alpha / beta) is 0.230 / 0.209 hartree. As for the net charge: +2. The calculation puts the HOMO energy (alpha / beta) at -14.032 / -14.180 eV. The value obtained for the largest force on an atom is 2.922 eV/Å. The expectation value of S² is 0.800. Its energy above the lowest of the compared OMol25 structures with the same formula, charge and spin is 28.1 kcal per mole. As for the spin multiplicity: 2. The total energy is -3564.03078 a.u. The LUMO energy (alpha / beta) is -7.7794 / -8.5051 eV.

***

Q: Number 2 is which compound?
A: C37H35F6IrN5OP2S

***

Q: Among the records above, which one has the lowest expectation value of S²?
A: C37H35F3N6O3SSbSeW